[1]
DFT (ωB97M-V with the def2-TZVPD basis set) results for an isolated ion of composition C6H14N2 and charge +1.

Each line ends with the natural charge from an NBO analysis.
Cartesian coordinates (Å):
C (2.2723, -1.3625, 0.4883)  -0.219
C (1.7087, 0.0587, 0.5486)  -0.405
C (0.4730, 0.2012, -0.3789)  -0.525
N (-2.0005, 1.7184, -1.1494)  -0.882
C (-1.9630, 0.8625, -0.0600)  0.427
C (-0.8011, 0.2162, 0.3431)  0.098
C (-3.2141, 0.5869, 0.7231)  -0.686
N (3.1144, -1.5577, -0.7047)  -0.804
H (1.4430, -2.0859, 0.5482)  0.157
H (2.8954, -1.5961, 1.3542)  0.213
H (1.4653, 0.2803, 1.5922)  0.223
H (2.4775, 0.7960, 0.3214)  0.245
H (0.3792, -0.6223, -1.0981)  0.282
H (0.7147, 1.1106, -0.9355)  0.259
H (-1.9046, 1.3337, -2.0857)  0.436
H (-1.5116, 2.6071, -1.1607)  0.429
H (-1.0169, -0.5055, 1.1301)  0.222
H (-3.3689, -0.4817, 0.8516)  0.272
H (-2.9318, 1.0184, 1.7065)  0.285
H (-4.0241, 1.2007, 0.3446)  0.273
H (2.5788, -1.2283, -1.5068)  0.333
H (3.2140, -2.5507, -0.8721)  0.368

Calculated values
charge: +1
HOMO level (spin up / spin down): -12.67 / -12.66 eV
F_max: 1.677 eV/Å
energy relative to the best compared isomer or geometry (same formula, charge and spin): 1.5002 eV
molecular weight: 114.2 g mol⁻¹
2S+1: 2
gap between HOMO and LUMO (spin up / spin down): 8.25 / 4.60 eV
LUMO (spin up / spin down): -4.4 / -8.1 eV


[2]
DFT (ωB97M-V with the def2-TZVPD basis set) results for an isolated ion of composition C6H14N2 and charge +1.

Each line ends with the natural charge from an NBO analysis.
Cartesian coordinates (Å):
C (0.0418, -2.9992, 0.0845)  -0.642
C (0.6131, -1.5805, 0.0448)  -0.027
C (-0.4271, -0.5787, -0.4212)  -0.469
C (-0.1074, 0.8865, -0.2658)  0.177
C (1.1663, 1.2959, -0.1197)  -0.582
C (-1.2647, 3.0396, -0.7531)  -0.206
N (-1.1707, 1.7131, -0.4167)  -0.547
N (0.9646, -1.1858, 1.4849)  -0.689
H (0.4283, -3.6284, 0.8627)  0.229
H (-1.0431, -2.9855, 0.1383)  0.234
H (0.3388, -3.4986, -0.8256)  0.257
H (1.5347, -1.5000, -0.5264)  0.236
H (-0.7947, -0.7539, -1.4396)  0.269
H (-1.3506, -0.8212, 0.1338)  0.211
H (2.0232, 0.6611, -0.2731)  0.198
H (1.3705, 2.3392, 0.0463)  0.230
H (-2.2405, 3.4627, -0.6544)  0.198
H (-0.3934, 3.6034, -0.8913)  0.191
H (-2.0434, 1.2810, -0.1438)  0.396
H (0.1709, -1.1863, 2.1134)  0.437
H (1.3706, -0.2437, 1.5139)  0.462
H (1.6870, -1.8364, 1.7799)  0.437

Calculated values
charge: +1
HOMO level (spin up / spin down): -9.92 / -12.70 eV
F_max: 1.362 eV/Å
energy relative to the best compared isomer or geometry (same formula, charge and spin): 0.3222 eV
molecular weight: 114.2 g mol⁻¹
2S+1: 2
gap between HOMO and LUMO (spin up / spin down): 6.67 / 9.40 eV
LUMO (spin up / spin down): -3.3 / -3.3 eV


[3]
DFT (ωB97M-V with the def2-TZVPD basis set) results for one molecule with the formula C6H14N2O.

Each line ends with the natural charge from an NBO analysis.
Cartesian coordinates (Å):
C (2.8721, -0.5401, -0.0988)  -0.436
N (1.6010, 0.0600, 0.1976)  -0.324
N (1.5063, 1.4096, 0.1361)  -0.670
C (0.3520, -0.7993, 0.0704)  0.722
O (0.4914, -2.0050, -0.0144)  -0.592
C (-0.9891, -0.0944, 0.1040)  -0.186
C (-1.0903, 0.6882, -1.2367)  -0.574
C (-2.0388, -1.1240, -0.0915)  -0.571
C (-1.3269, 0.6082, 1.3409)  -0.597
H (3.7603, 0.1391, 0.1655)  0.201
H (2.7505, -1.4386, 0.5273)  0.229
H (3.0336, -0.9289, -1.0970)  0.187
H (2.0712, 1.8781, 0.7842)  0.367
H (1.4213, 1.6761, -0.8171)  0.346
H (-2.0410, 1.0979, -1.2610)  0.210
H (-0.9759, -0.0417, -2.1461)  0.207
H (-0.3252, 1.4453, -1.3887)  0.198
H (-3.0015, -0.7878, 0.0432)  0.202
H (-1.8244, -1.9564, 0.7016)  0.219
H (-2.0067, -1.5052, -1.0513)  0.208
H (-1.3426, -0.0816, 2.1585)  0.214
H (-0.5733, 1.3026, 1.6615)  0.228
H (-2.3237, 0.9978, 1.3120)  0.213

Calculated values
HOMO level: -8.82 eV
F_max: 4.703 eV/Å
energy relative to the best compared isomer or geometry (same formula, charge and spin): 3.0619 eV
SMILES: CN(N)C(=O)C(C)(C)C
molecular weight: 130.2 g mol⁻¹
2S+1: 1
gap between HOMO and LUMO: 9.62 eV
LUMO: 0.8 eV


[4]
DFT (ωB97M-V with the def2-TZVPD basis set) results for one molecule with the formula C6H14N2O.

Each line ends with the natural charge from an NBO analysis.
Cartesian coordinates (Å):
C (2.0849, 2.2201, 0.0872)  -0.014
N (1.1159, 1.4301, -0.0006)  -0.439
C (0.5052, 0.8544, 1.1843)  0.359
O (-0.3312, 1.8085, 1.7879)  -0.728
N (-0.2290, -0.2936, 0.7743)  -0.491
C (0.4005, -1.5517, 1.1022)  -0.415
C (-0.7948, -0.0719, -0.7994)  -0.005
C (-2.1899, -0.6750, -0.7418)  -0.619
C (0.1148, -0.7900, -1.7792)  -0.642
H (2.5501, 2.4595, 1.0496)  0.143
H (2.4607, 2.6858, -0.8156)  0.172
H (1.2984, 0.5859, 1.9166)  0.131
H (-1.1592, 1.3669, 2.0122)  0.487
H (-0.2641, -2.3653, 0.8144)  0.203
H (0.5519, -1.6251, 2.1843)  0.205
H (1.3838, -1.6749, 0.6228)  0.168
H (-0.9097, 0.9689, -1.1064)  0.226
H (-2.6838, -0.5370, -1.7055)  0.205
H (-2.7847, -0.1643, 0.0129)  0.213
H (-2.1432, -1.7332, -0.4976)  0.198
H (1.1155, -0.3631, -1.7622)  0.228
H (0.1872, -1.8504, -1.5495)  0.201
H (-0.2795, -0.6846, -2.7909)  0.214

Calculated values
HOMO level: -8.69 eV
F_max: 2.871 eV/Å
energy relative to the best compared isomer or geometry (same formula, charge and spin): 2.7591 eV
SMILES: C=N[C@@H](O)N(C)C(C)C
molecular weight: 130.2 g mol⁻¹
2S+1: 1
gap between HOMO and LUMO: 9.68 eV
LUMO: 1.0 eV


[5]
DFT (ωB97M-V with the def2-TZVPD basis set) results for a 2-piece molecular cluster, C6H14N2O overall.

Each line ends with the natural charge from an NBO analysis.
Cartesian coordinates (Å):
C (-1.6970, -0.9124, -0.1129)  -0.514
C (-0.7715, 0.0675, -0.4077)  0.224
C (-1.0349, 0.8745, -1.6646)  -0.663
N (-0.2253, 0.8492, 0.7191)  -0.664
C (-0.7083, 0.6799, 2.0855)  -0.410
H (-1.9546, -1.2338, 0.8829)  0.201
H (-2.4923, -1.1542, -0.8005)  0.204
H (-0.3796, 1.7414, -1.7752)  0.216
H (-0.8868, 0.2155, -2.5215)  0.231
H (-2.0796, 1.1824, -1.7295)  0.216
H (-0.2137, 1.8352, 0.4661)  0.373
H (-1.7477, 0.9940, 2.1957)  0.176
H (-0.0314, 1.2284, 2.7405)  0.208
H (-0.6419, -0.3641, 2.3832)  0.197
N (1.3996, -1.4996, -1.1498)  -0.914
C (1.5396, -0.1313, -0.7851)  -0.303
C (1.8790, 0.1701, 0.5550)  0.265
O (1.8225, -0.8011, 1.4836)  -0.671
H (0.5566, -2.0330, -0.9217)  0.381
H (1.9186, -1.7408, -1.9835)  0.382
H (2.0118, 0.4920, -1.5376)  0.193
H (2.5269, 0.9979, 0.8124)  0.186
H (1.2098, -1.4577, 1.0657)  0.485

Calculated values
HOMO level: -6.30 eV
F_max: 4.667 eV/Å
energy relative to the best compared isomer or geometry (same formula, charge and spin): 5.5777 eV
SMILES: C=C(C)NC.N/C=C\O
molecular weight: 130.2 g mol⁻¹
2S+1: 1
gap between HOMO and LUMO: 7.10 eV
LUMO: 0.8 eV


[6]
DFT (ωB97M-V with the def2-TZVPD basis set) results for a 2-piece molecular cluster, C6H14N2O2 overall.

Each line ends with the natural charge from an NBO analysis.
Cartesian coordinates (Å):
C (-2.1690, -1.8185, -1.5568)  -0.412
N (-0.8591, -1.2101, -1.3936)  -0.622
C (-0.0514, -0.8500, -2.4260)  0.689
C (1.4124, -0.6195, -2.0478)  -0.712
O (-0.4091, -0.7359, -3.5780)  -0.632
H (-2.7722, -1.5578, -0.7129)  0.192
H (-2.6139, -1.5008, -2.4828)  0.231
H (-2.0908, -2.9096, -1.5370)  0.185
H (-0.4533, -1.1802, -0.4748)  0.392
H (1.8134, -1.0905, -1.1790)  0.206
H (1.9253, -1.0951, -2.8886)  0.230
H (1.5696, 0.4531, -2.0365)  0.252
C (2.1493, 0.7189, 2.4795)  -0.415
N (0.7295, 1.0177, 2.4099)  -0.610
C (0.0785, 1.3622, 1.2705)  0.670
C (-1.4052, 1.5880, 1.3578)  -0.722
O (0.6391, 1.3062, 0.1862)  -0.644
H (2.7459, 1.6128, 2.3532)  0.201
H (2.3317, 0.1943, 3.4102)  0.204
H (2.4197, 0.0121, 1.6950)  0.216
H (0.3032, 1.2246, 3.2978)  0.388
H (-1.8979, 1.3750, 2.3002)  0.217
H (-1.5748, 2.6274, 1.0645)  0.243
H (-1.8209, 1.0758, 0.4891)  0.253

Calculated values
HOMO level: -9.18 eV
F_max: 1.642 eV/Å
energy relative to the best compared isomer or geometry (same formula, charge and spin): 0.7710 eV
SMILES: CNC(C)=O.CNC(C)=O
molecular weight: 146.2 g mol⁻¹
2S+1: 1
gap between HOMO and LUMO: 9.79 eV
LUMO: 0.6 eV


[7]
DFT (ωB97M-V with the def2-TZVPD basis set) results for a 2-piece molecular cluster, C6H14N2O2 overall.

Each line ends with the natural charge from an NBO analysis.
Cartesian coordinates (Å):
C (-2.1937, -0.1333, -0.5106)  -0.421
N (-1.2379, -0.3679, -1.5559)  -0.634
C (-0.4412, 0.6710, -1.9619)  0.666
C (0.7649, 0.3370, -2.7801)  -0.716
O (-0.7156, 1.8081, -1.6262)  -0.618
H (-1.8370, 0.5548, 0.2466)  0.208
H (-3.1037, 0.3475, -0.8863)  0.203
H (-2.5242, -1.0247, 0.0153)  0.207
H (-1.1683, -1.2728, -1.9872)  0.401
H (1.2912, -0.5467, -2.4303)  0.227
H (0.4822, 0.0858, -3.8074)  0.236
H (1.4594, 1.1671, -2.7937)  0.247
C (1.6837, 1.4252, 1.2161)  -0.415
N (0.6182, 0.4423, 1.2857)  -0.627
C (0.7222, -0.5343, 2.2217)  0.668
C (-0.1661, -1.7569, 2.1031)  -0.706
O (1.6524, -0.5438, 3.0107)  -0.628
H (1.5356, 2.0719, 0.3459)  0.208
H (1.7152, 2.0711, 2.0880)  0.210
H (2.6183, 0.9118, 0.9841)  0.201
H (-0.0894, 0.4894, 0.5710)  0.403
H (0.2636, -2.3903, 1.3272)  0.229
H (-0.1211, -2.2162, 3.0865)  0.243
H (-1.2088, -1.5958, 1.8376)  0.209

Calculated values
HOMO level: -9.54 eV
F_max: 1.543 eV/Å
energy relative to the best compared isomer or geometry (same formula, charge and spin): 0.8002 eV
SMILES: CNC(C)=O.CNC(C)=O
molecular weight: 146.2 g mol⁻¹
2S+1: 1
gap between HOMO and LUMO: 10.12 eV
LUMO: 0.6 eV


[8]
DFT (ωB97M-V with the def2-TZVPD basis set) results for a 2-piece molecular cluster, C6H14N2O2 overall.

Each line ends with the natural charge from an NBO analysis.
Cartesian coordinates (Å):
C (-2.6341, 1.7015, 1.2530)  -0.432
N (-1.4826, 1.3645, 0.4455)  -0.626
C (-0.4881, 2.2677, 0.1516)  0.668
C (0.3626, 1.8620, -1.0452)  -0.697
O (-0.6561, 3.4324, 0.4584)  -0.621
H (-2.1052, 2.5085, 1.8707)  0.235
H (-3.4931, 2.1896, 0.7513)  0.189
H (-3.0545, 0.9870, 1.8960)  0.204
H (-1.3976, 0.3711, 0.0848)  0.398
H (-0.4245, 1.9380, -1.7867)  0.243
H (1.2920, 2.3963, -1.1728)  0.235
H (0.6907, 0.8134, -1.0234)  0.201
C (-0.2275, -3.0663, -0.2977)  -0.436
N (0.4895, -1.8331, -0.6302)  -0.661
C (1.2814, -1.2520, 0.3886)  0.695
C (2.6326, -0.8042, -0.1236)  -0.734
O (0.8670, -1.0225, 1.4864)  -0.566
H (0.1235, -4.0639, -0.4215)  0.199
H (-0.5417, -2.8706, 0.8061)  0.230
H (-1.1685, -2.9899, -0.9106)  0.195
H (0.9477, -1.8287, -1.5415)  0.377
H (3.3225, -1.6302, -0.2643)  0.236
H (2.5124, -0.2340, -1.0290)  0.224
H (3.1516, -0.2366, 0.6540)  0.243

Calculated values
HOMO level: -9.20 eV
F_max: 4.706 eV/Å
energy relative to the best compared isomer or geometry (same formula, charge and spin): 2.0681 eV
SMILES: CNC(C)=O.CNC(C)=O
molecular weight: 146.2 g mol⁻¹
2S+1: 1
gap between HOMO and LUMO: 9.77 eV
LUMO: 0.6 eV


[9]
DFT (ωB97M-V with the def2-TZVPD basis set) results for a 2-piece molecular cluster, C6H14N2O2 overall.

Each line ends with the natural charge from an NBO analysis.
Cartesian coordinates (Å):
C (-1.1277, -1.6597, -0.9605)  -0.427
N (-1.3682, -1.4793, 0.4927)  -0.464
N (-1.3361, -0.1020, 0.8091)  -0.318
C (-0.1146, 0.3021, 1.4447)  -0.404
C (-2.4833, 0.5508, 0.9647)  0.862
O (-3.6029, 0.0977, 1.0116)  -0.675
O (-2.3344, 1.8226, 1.2627)  -0.692
H (-0.3004, -2.3702, -1.1214)  0.189
H (-2.0130, -1.9881, -1.5484)  0.196
H (-0.7347, -0.7859, -1.3441)  0.202
H (-2.2891, -1.8908, 0.7334)  0.385
H (-0.1187, 0.0695, 2.5774)  0.191
H (0.6530, -0.2159, 0.8786)  0.218
H (-0.1316, 1.4404, 1.3017)  0.228
H (-3.2263, 2.1980, 1.2906)  0.508
C (1.4382, 1.5404, -1.0954)  -0.385
C (1.8833, 0.2894, -1.1857)  -0.198
C (3.1037, -0.1899, -0.5770)  -0.672
H (1.8790, 2.2948, -0.4476)  0.195
H (0.3484, 1.7497, -1.3778)  0.199
H (1.5224, -0.4249, -1.8780)  0.199
H (3.2534, -1.1928, -0.9583)  0.212
H (4.1602, 0.2170, -0.7463)  0.231
H (2.9393, -0.2728, 0.4733)  0.219

Calculated values
HOMO level: -9.08 eV
F_max: 3.215 eV/Å
energy relative to the best compared isomer or geometry (same formula, charge and spin): 3.8455 eV
SMILES: CNN(C)C(=O)O.C=CC
molecular weight: 146.2 g mol⁻¹
2S+1: 1
gap between HOMO and LUMO: 9.90 eV
LUMO: 0.8 eV


[10]
DFT (ωB97M-V with the def2-TZVPD basis set) results for a 2-piece molecular cluster, C6H14N2O2 overall.

Each line ends with the natural charge from an NBO analysis.
Cartesian coordinates (Å):
C (-1.9573, -0.6659, -1.7992)  -0.420
N (-1.2257, -1.7945, -1.2379)  -0.622
C (0.1497, -1.7501, -1.2875)  0.665
C (0.8575, -2.8969, -0.6239)  -0.713
O (0.6971, -0.7493, -1.7154)  -0.627
H (-1.6960, 0.2186, -1.2248)  0.209
H (-1.6728, -0.4480, -2.8281)  0.209
H (-3.0310, -0.8073, -1.7147)  0.204
H (-1.7464, -2.6188, -1.0582)  0.395
H (1.3558, -3.4968, -1.3887)  0.242
H (1.6536, -2.4991, -0.0053)  0.242
H (0.2078, -3.5736, -0.0836)  0.218
C (2.1952, 1.6447, 0.6343)  -0.427
N (0.8917, 1.0535, 0.8601)  -0.615
C (-0.0606, 1.7542, 1.5300)  0.679
C (-1.3914, 0.9908, 1.6835)  -0.715
O (0.0717, 2.8115, 2.1037)  -0.629
H (2.3388, 1.8504, -0.4278)  0.201
H (2.1888, 2.6302, 1.0991)  0.235
H (3.0266, 1.0677, 1.0307)  0.194
H (0.7086, 0.1058, 0.5759)  0.402
H (-1.8637, 1.3832, 2.5809)  0.241
H (-2.1466, 1.2213, 0.9275)  0.225
H (-1.2195, -0.0849, 1.6769)  0.205

Calculated values
HOMO level: -9.40 eV
F_max: 2.156 eV/Å
energy relative to the best compared isomer or geometry (same formula, charge and spin): 0.6969 eV
SMILES: CNC(C)=O.CNC(C)=O
molecular weight: 146.2 g mol⁻¹
2S+1: 1
gap between HOMO and LUMO: 10.00 eV
LUMO: 0.6 eV


Question: F_max of number 7 (C6H14N2O2)?
Answer: 1.543 eV/Å